# 1
# C42H40B2F6N8O2S2W

A structure of composition C42H40B2F6N8O2S2W in a non-equilibrium geometry (wB97M-V/def2-TZVPD, the OMol25 dataset).

Each line ends with the Mulliken charge.
CARTESIAN COORDINATES (ANGSTROEM)
W1 -0.32690 0.27034 0.64819  2.849
C1 2.67118 5.85165 2.84802  -0.676
C2 2.05503 6.45087 1.73004  -0.931
C3 1.18567 5.74529 0.92561  -0.150
C4 0.95098 4.41043 1.25832  0.381
C5 0.10121 3.39872 0.67249  -0.560
N1 -0.58825 3.63229 -0.42428  -0.261
C6 -1.48666 2.77455 -0.83502  -0.146
C7 -2.36203 3.01535 -1.96284  0.424
C8 -2.44899 4.05870 -2.88192  -0.251
C9 -3.44573 3.97419 -3.83219  -0.710
C10 -4.33949 2.88630 -3.86484  -0.729
C11 -4.25683 1.86187 -2.94511  -0.291
C12 -3.24697 1.94798 -1.98983  0.508
C13 -2.87121 1.06910 -0.89867  -0.570
N2 -3.52157 -0.06778 -0.69101  -0.327
C14 -3.15138 -0.91812 0.21546  -0.159
N3 -2.05544 -0.82849 1.04259  0.050
C15 -2.09152 -1.89003 1.89979  -0.093
N4 -1.30714 -2.12639 2.91944  -0.430
C16 -0.36412 -1.28732 3.29082  0.013
N5 0.00087 -0.10239 2.71497  -0.138
C17 0.95191 0.46684 3.52559  -0.121
N6 1.46233 1.65367 3.39103  -0.520
C18 1.04803 2.46950 2.43354  -0.066
N7 0.17039 2.23593 1.41101  -0.324
C19 1.54792 3.82493 2.36335  0.487
C20 2.42322 4.53798 3.18337  -0.384
C21 1.25976 -0.42182 4.63627  0.262
C22 2.16218 -0.32646 5.68785  -0.420
C23 2.20582 -1.38627 6.57468  -0.634
C24 1.36810 -2.50346 6.42203  -0.744
C25 0.46493 -2.58580 5.37932  -0.279
C26 0.43027 -1.52042 4.48925  0.154
C27 -3.22161 -2.75111 1.56990  0.100
C28 -3.65794 -3.95239 2.11404  -0.083
C29 -4.78992 -4.51880 1.55753  -0.782
C30 -5.47432 -3.89483 0.50174  -0.730
C31 -5.04197 -2.69154 -0.02494  0.163
C32 -3.89264 -2.13734 0.52402  0.468
N8 -1.80036 1.58349 -0.23041  -0.527
H1 3.34587 6.44113 3.45507  0.413
H2 2.26640 7.48898 1.50806  0.433
H3 0.69602 6.20047 0.07499  0.635
H4 -1.75760 4.89006 -2.84861  0.570
H5 -3.54861 4.75896 -4.57052  0.411
H6 -5.10489 2.85839 -4.62934  0.409
H7 -4.93619 1.02081 -2.95940  0.571
H8 2.88193 4.06944 4.04346  0.583
H9 2.80415 0.53724 5.79439  0.576
H10 2.90088 -1.36158 7.40390  0.405
H11 1.43857 -3.31510 7.13432  0.413
H12 -0.18326 -3.44103 5.24703  0.588
H13 -3.12527 -4.41822 2.93174  0.584
H14 -5.16042 -5.46081 1.94032  0.406
H15 -6.35789 -4.36996 0.09565  0.419
H16 -5.56226 -2.19991 -0.83585  0.500
F1 1.19702 -3.31549 2.08706  -0.206
B1 1.93716 -2.55839 1.26698  0.587
F2 2.69982 -1.60874 1.83009  -0.193
F3 2.38812 -3.13962 0.14659  -0.184
F4 0.60277 -1.50351 0.55670  -0.574
C33 2.13177 4.49507 -2.62249  -0.855
C34 3.34387 3.62504 -2.30484  -0.504
C35 3.12225 2.69760 -1.11227  -0.488
S1 1.90874 1.42444 -1.48339  0.937
O1 1.70546 0.77409 -0.10542  -1.266
C36 2.96733 0.29114 -2.43261  -1.074
C37 3.44266 -0.89739 -1.61690  0.448
C38 4.63771 -0.61743 -0.71843  -1.586
H17 2.33260 5.13710 -3.48017  0.507
H18 1.88034 5.13033 -1.77153  0.059
H19 1.24886 3.89510 -2.84910  0.189
H20 4.20333 4.25632 -2.06928  0.499
H21 3.62920 3.04556 -3.18737  0.193
H22 2.69711 3.24791 -0.27055  -0.312
H23 4.03440 2.20002 -0.78217  0.598
H24 3.78683 0.90379 -2.81365  0.592
H25 2.35561 -0.03013 -3.27230  0.399
H26 3.66606 -1.70448 -2.31850  0.593
H27 2.61066 -1.24159 -1.01026  -0.496
H28 5.47695 -0.20016 -1.28209  0.428
H29 4.97561 -1.53728 -0.24179  0.379
H30 4.37148 0.07532 0.08162  0.182
F5 -1.88462 -0.91513 -3.03869  -0.208
B2 -0.70099 -0.41850 -2.62153  1.268
F6 0.12336 -0.11789 -3.66013  -0.300
C39 1.19275 -5.18461 -2.56875  -1.251
C40 0.35455 -3.92208 -2.69567  -0.186
S2 -0.73076 -3.63194 -1.27959  0.259
O2 -0.35016 -0.26338 -1.37122  -1.386
C41 -2.13865 -4.68300 -1.71357  -0.615
C42 -3.09122 -4.02591 -2.70294  -0.880
H31 1.83188 -5.31942 -3.44485  0.419
H32 0.56000 -6.06916 -2.47763  0.297
H33 1.82230 -5.12983 -1.68110  0.241
H34 -0.25610 -3.93295 -3.60082  0.506
H35 0.99656 -3.04041 -2.75387  -0.149
H36 -2.64056 -4.90428 -0.76930  0.261
H37 -1.76215 -5.63050 -2.10501  0.438
H38 -3.44723 -3.07033 -2.31953  -0.046
H39 -3.95343 -4.66844 -2.90102  0.408
H40 -2.59346 -3.82501 -3.65312  0.335

Forces on atoms 1 to 3 (eV/Å):
-0.160 0.449 -0.960
-0.004 -0.014 -0.014
-0.001 -0.019 -0.004

## Properties
LUMO (spin up / spin down), eV: -1.686 / -1.698
HOMO-LUMO gap (spin up / spin down), eV: 4.812 / 4.783
Energy above the lowest of the compared OMol25 structures with the same formula, charge and spin, kcal per mole: 0.0
HOMO (spin up / spin down), eV: -6.50 / -6.48

---

# 2
# C3H5O2S2

A cluster of 2 separate species, C3H5O2S2 in total in a non-equilibrium geometry (wB97M-V/def2-TZVPD, the OMol25 dataset).

Each line ends with the natural charge from an NBO analysis.
CARTESIAN COORDINATES (ANGSTROEM)
C1 0.76172 0.60979 0.67639  0.755
C2 -0.84810 0.67713 -1.19896  -0.447
C3 -0.60926 1.09115 0.04097  -0.269
O1 1.33127 -0.18890 -0.04150  -0.748
O2 1.06868 1.09821 1.77037  -0.735
S1 -1.44812 2.14984 1.12785  -0.091
S2 0.71717 -2.90100 -0.92599  -0.409
H1 -0.13171 0.09558 -1.59955  0.214
H2 -1.69442 0.93006 -1.72744  0.173
H3 0.54301 -1.68233 -0.33687  0.234
H4 -0.54210 1.78521 2.02930  0.202
H5 0.85186 -3.66473 0.18542  0.122

Forces on atoms 1 to 3 (eV/Å):
-1.852 1.311 0.029
-1.105 1.731 2.513
1.022 -0.223 0.215

## Properties
LUMO, eV: 3.396
HOMO-LUMO gap, eV: 7.982
Net charge: -1
Energy above the lowest of the compared OMol25 structures with the same formula, charge and spin, kcal per mole: 20.9
HOMO, eV: -4.59

---

# 3
# C3H9N3O

The molecule C3H9N3O in a non-equilibrium geometry (wB97M-V/def2-TZVPD, the OMol25 dataset).

Each line ends with the natural charge from an NBO analysis.
CARTESIAN COORDINATES (ANGSTROEM)
H1 1.12991 -1.44624 -1.08931  0.355
N1 0.45516 -0.72129 -1.06428  -0.793
C1 0.41655 -0.12467 0.04431  0.676
N2 -0.53180 0.82933 0.30466  -0.481
N3 -1.35862 1.27476 -0.76494  -0.448
C2 -2.48804 0.42167 -0.77428  -0.418
O1 1.14654 -0.32335 1.19898  -0.507
C3 2.28009 -1.11271 1.09312  -0.262
H2 -0.12080 1.68617 0.78825  0.388
H3 -0.76696 0.99328 -1.60474  0.358
H4 -3.18672 0.81855 0.00966  0.191
H5 -2.22842 -0.66368 -0.60875  0.186
H6 -2.98410 0.53095 -1.73100  0.198
H7 3.01568 -0.75394 0.32058  0.181
H8 2.02659 -2.20970 0.72364  0.166
H9 2.73775 -1.15393 2.09279  0.210

Forces on atoms 1 to 3 (eV/Å):
0.699 -0.805 -0.119
-0.191 0.383 -0.208
-0.154 -0.109 0.938

## Properties
LUMO, eV: 0.840
HOMO-LUMO gap, eV: 10.230
Energy above the lowest of the compared OMol25 structures with the same formula, charge and spin, kcal per mole: 56.3
HOMO, eV: -9.39

---

The highest energy above the lowest of the compared OMol25 structures with the same formula, charge and spin belongs to which entry? C3H9N3O

---

Please write out number 2 again, unchanged.
# C3H5O2S2

A cluster of 2 separate species, C3H5O2S2 in total in a non-equilibrium geometry (wB97M-V/def2-TZVPD, the OMol25 dataset).

Each line ends with the natural charge from an NBO analysis.
CARTESIAN COORDINATES (ANGSTROEM)
C1 0.76172 0.60979 0.67639  0.755
C2 -0.84810 0.67713 -1.19896  -0.447
C3 -0.60926 1.09115 0.04097  -0.269
O1 1.33127 -0.18890 -0.04150  -0.748
O2 1.06868 1.09821 1.77037  -0.735
S1 -1.44812 2.14984 1.12785  -0.091
S2 0.71717 -2.90100 -0.92599  -0.409
H1 -0.13171 0.09558 -1.59955  0.214
H2 -1.69442 0.93006 -1.72744  0.173
H3 0.54301 -1.68233 -0.33687  0.234
H4 -0.54210 1.78521 2.02930  0.202
H5 0.85186 -3.66473 0.18542  0.122

Forces on atoms 1 to 3 (eV/Å):
-1.852 1.311 0.029
-1.105 1.731 2.513
1.022 -0.223 0.215

## Properties
LUMO, eV: 3.396
HOMO-LUMO gap, eV: 7.982
Net charge: -1
Energy above the lowest of the compared OMol25 structures with the same formula, charge and spin, kcal per mole: 20.9
HOMO, eV: -4.59

---

Look up the energy above the lowest of the compared OMol25 structures with the same formula, charge and spin of the second one. 20.9 kcal per mole